Model P:
# C4H6N2S2

A single C4H6N2S2 molecule (wB97M-V/def2-TZVPD, the OMol25 dataset).

Values from the calculation:
Structure (SMILES)   CC1=NC(=S)CN1S
E_HOMO   -0.3141 hartree
Total charge   0

Each line ends with the natural charge from an NBO analysis.
Element x y z (Å)
C  1.2047  1.6330  -0.0322  -0.718
C  0.0147  0.7543  0.0181  0.501
N  -1.2215  1.0231  -0.0661  -0.516
C  -1.9340  -0.1951  -0.1044  0.104
S  -3.5397  -0.6418  0.0798  -0.052
C  -0.8929  -1.3096  -0.2454  -0.340
N  0.3987  -0.6767  -0.1115  -0.628
S  1.8753  -1.4433  0.0017  0.256
H  0.6563  2.6842  -0.4246  0.258
H  1.8455  1.1090  -0.8489  0.266
H  1.6658  2.0241  0.9945  0.272
H  -1.2544  -1.8691  0.6692  0.252
H  -0.8887  -1.9245  -1.2281  0.243
H  2.0703  -1.1676  1.2979  0.101

***

Model Q:
# C4H6N2S2

C4H6N2S2 as an isolated structure (wB97M-V/def2-TZVPD, the OMol25 dataset).

Values from the calculation:
E_HOMO   -0.3024 hartree
Total charge   0

Each line ends with the natural charge from an NBO analysis.
Element x y z (Å)
C  1.6552  0.8076  -0.2590  0.329
C  -0.1195  -0.5669  0.4496  0.023
C  -1.4432  -0.8394  0.3543  -0.325
C  -2.4871  0.0756  0.0786  -0.309
H  3.5762  -0.4057  -0.6974  0.431
H  2.1027  -1.2167  -0.7428  0.400
H  2.0880  1.8682  -0.1429  0.199
H  0.6398  -1.3955  0.7427  0.180
H  -1.8803  -1.8405  0.6735  0.252
H  -0.9309  1.7310  0.2534  0.157
N  2.4797  -0.2544  -0.6165  -0.866
N  0.5612  0.6802  0.3599  -0.539
S  -2.2236  1.7493  -0.0468  0.125
S  -4.0181  -0.3927  -0.4066  -0.059

***

What should be chosen as the least stable of them? Choose model P.

***

Model P:
# C4H6N2S2

A single C4H6N2S2 molecule (wB97M-V/def2-TZVPD, the OMol25 dataset).

Values from the calculation:
Structure (SMILES)   NC1=NC[C@@H](S)C1=S
E_HOMO   -0.3205 hartree
Total charge   0

Each line ends with the natural charge from an NBO analysis.
Element x y z (Å)
N  0.3375  0.7943  2.4767  -0.872
C  0.4863  0.3429  1.0999  0.403
N  1.3991  0.3999  0.2451  -0.449
C  0.9069  0.0757  -0.9540  -0.206
C  -0.6154  -0.2631  -0.9871  -0.467
S  -1.3513  -1.3018  -2.2244  0.015
C  -0.8351  -0.2970  0.5294  -0.219
S  -1.9023  -1.0523  1.2820  0.159
H  -0.6262  0.6553  3.0415  0.440
H  1.2906  0.8663  3.0076  0.413
H  1.3058  -0.9411  -1.1787  0.202
H  1.0739  0.8961  -1.7835  0.198
H  -0.9638  0.7218  -1.2547  0.236
H  -0.5061  -0.8971  -3.2999  0.147

***

Model Q:
# C4H6N2S2

A single C4H6N2S2 molecule (wB97M-V/def2-TZVPD, the OMol25 dataset).

Values from the calculation:
Structure (SMILES)   S/N=C1\C=CCN1S
E_HOMO   -0.2756 hartree
Total charge   0

Each line ends with the natural charge from an NBO analysis.
Element x y z (Å)
S  2.8495  -0.8694  -0.0785  0.095
N  1.2179  -1.3872  -0.1966  -0.646
C  0.4101  -0.3391  -0.2068  0.352
C  0.7278  1.0566  -0.2210  -0.286
C  -0.3705  1.6969  -0.1302  -0.131
C  -1.5267  0.7741  -0.0058  -0.252
N  -0.8851  -0.4895  -0.1789  -0.524
S  -1.8177  -1.9047  -0.1860  0.205
H  3.3837  -2.1474  0.0876  0.130
H  1.7466  1.4997  -0.3237  0.252
H  -0.4672  2.8065  0.0249  0.226
H  -2.3520  0.8156  -0.6949  0.229
H  -1.7151  0.9040  1.1179  0.214
H  -1.2013  -2.4162  0.9920  0.134

***

Model R:
# C4H6N2S2

A single C4H6N2S2 molecule (wB97M-V/def2-TZVPD, the OMol25 dataset).

Values from the calculation:
Structure (SMILES)   C=C/C=N\S/C=N\S
E_HOMO   -0.3008 hartree
Total charge   0

Each line ends with the natural charge from an NBO analysis.
Element x y z (Å)
C  -2.1185  -1.0036  -1.1392  -0.319
C  -2.1187  -0.1493  0.0462  -0.302
C  -1.0233  0.2760  0.9681  0.080
N  0.1827  0.3404  0.7622  -0.513
S  0.7557  0.1243  -0.9850  0.365
C  2.5282  0.3411  -0.7324  -0.105
N  3.4751  0.3393  0.1702  -0.453
S  2.8196  0.9863  1.8046  -0.028
H  -3.0152  -1.4995  -1.5984  0.224
H  -1.1361  -1.4998  -1.5170  0.213
H  -3.1294  -0.1436  0.5233  0.224
H  -1.2566  0.5117  2.0413  0.209
H  2.7596  -0.0267  -1.7151  0.180
H  1.2769  1.4034  1.3712  0.225

***

What should be chosen as the least stable of them? Choose model R.

***

Model P:
# C4H6N2S2

A single C4H6N2S2 molecule (wB97M-V/def2-TZVPD, the OMol25 dataset).

Values from the calculation:
Structure (SMILES)   C=NS[C@@H](C#N)CS
E_HOMO   -0.3435 hartree
Total charge   0

Each line ends with the natural charge from an NBO analysis.
Element x y z (Å)
C  -2.9966  -0.6255  -0.0730  -0.063
N  -1.7538  -0.4345  -0.2356  -0.565
S  -1.0913  1.0524  0.2680  0.435
C  0.6166  0.6775  -0.2462  -0.460
C  1.3763  1.9304  -0.1520  0.268
N  1.9631  2.9193  -0.0431  -0.287
C  1.2243  -0.4482  0.6045  -0.512
S  2.8684  -0.9768  0.0160  -0.013
H  -3.4227  -1.5665  -0.4121  0.183
H  -3.6948  0.0996  0.3609  0.158
H  0.5868  0.3781  -1.2610  0.259
H  1.3418  -0.0837  1.6282  0.236
H  0.5535  -1.2805  0.5948  0.242
H  2.4284  -1.6415  -1.0494  0.118

***

Model Q:
# C4H6N2S2

A 2-piece molecular cluster, C4H6N2S2 overall (wB97M-V/def2-TZVPD, the OMol25 dataset).

Values from the calculation:
E_HOMO (spin up / spin down)   -0.3046 / -0.2905 hartree
Total charge   0

Each line ends with the natural charge from an NBO analysis.
Element x y z (Å)
C  0.8345  3.0189  1.0398  -0.227
C  0.2617  0.7661  0.6951  -0.054
C  -0.9441  -1.3990  -1.1787  -0.735
C  -0.4440  -1.6513  0.1664  -0.150
N  0.2911  2.8106  -0.1107  -0.276
N  -0.0542  1.4460  -0.2749  -0.393
S  1.0439  1.7023  2.0086  0.333
S  1.0525  -2.4438  0.5797  0.113
H  1.1132  4.0955  1.2514  0.238
H  -2.0119  -1.2156  -1.1247  0.241
H  -0.5413  -0.3771  -1.5502  0.310
H  -0.7434  -2.0615  -1.9288  0.232
H  -0.9973  -1.4219  1.0525  0.231
H  1.1393  -3.2690  -0.6257  0.139

***

What should be chosen as the least stable of them? Choose model Q.

***

Model P:
# C4H6N2S2

A single C4H6N2S2 molecule (wB97M-V/def2-TZVPD, the OMol25 dataset).

Values from the calculation:
Structure (SMILES)   C[C@]1(N)C=NSC1=S
E_HOMO   -0.3193 hartree
Total charge   0

Each line ends with the natural charge from an NBO analysis.
Element x y z (Å)
C  -0.4015  1.0607  -1.0102  -0.618
C  0.0647  -0.0061  0.0112  -0.125
N  -0.1688  0.7080  1.2520  -0.779
C  1.4595  -0.5184  -0.0128  0.085
N  1.5705  -1.8167  -0.1095  -0.525
S  0.0387  -2.6183  0.0196  0.580
C  -0.8783  -1.1741  0.1202  -0.261
S  -2.5937  -1.2078  0.0675  -0.021
H  -1.3064  1.7157  -0.3748  0.262
H  -0.9985  0.3985  -1.8877  0.252
H  0.4479  1.7396  -1.2996  0.226
H  0.2195  1.5597  1.2175  0.356
H  0.2145  0.1208  2.0578  0.361
H  2.3320  0.0384  -0.0511  0.207

***

Model Q:
# C4H6N2S2

A single C4H6N2S2 molecule (wB97M-V/def2-TZVPD, the OMol25 dataset).

Values from the calculation:
Structure (SMILES)   [H]/N=C(/NS)SCC#C
E_HOMO   -0.3375 hartree
Total charge   0

Each line ends with the natural charge from an NBO analysis.
Element x y z (Å)
H  -3.0560  -1.4091  -0.1326  0.353
N  -2.8785  -0.4684  0.1466  -0.658
C  -1.6815  -0.1448  -0.1371  0.278
N  -1.1475  1.0639  0.3670  -0.794
S  -0.4827  2.2321  -0.7009  0.181
S  -0.5539  -1.1725  -1.0768  0.217
C  0.8303  -1.3252  0.1040  -0.605
C  1.9092  -0.3307  -0.0269  -0.001
C  2.8180  0.4469  -0.1216  -0.250
H  -1.8336  1.4798  1.0232  0.406
H  0.7885  2.0857  -0.3270  0.118
H  0.3961  -1.2891  1.1210  0.259
H  1.2550  -2.2919  -0.0474  0.254
H  3.6365  1.1231  -0.1915  0.243

***

What should be chosen as the least stable of them? Choose model P.

***

Model P:
# C6H6N2O

A single C6H6N2O molecule (wB97M-V/def2-TZVPD, the OMol25 dataset).

Values from the calculation:
Structure (SMILES)   C1=COc2cn[nH]c2C1
E_HOMO   -0.3001 hartree
Total charge   0

Each line ends with the natural charge from an NBO analysis.
Element x y z (Å)
C  -1.6775  -0.6090  -0.7420  -0.293
C  -1.7248  -0.9393  0.5190  0.142
O  -0.6309  -0.7966  1.6126  -0.479
C  0.4182  -0.1502  1.0154  0.170
C  1.5787  0.1771  1.6650  -0.104
N  2.4198  0.7734  0.7923  -0.252
N  1.7534  0.8523  -0.3595  -0.311
C  0.4814  0.4160  -0.3014  0.067
C  -0.6259  0.1861  -1.3995  -0.455
H  -2.5918  -0.7382  -1.4152  0.240
H  -2.4044  -1.5597  1.0542  0.208
H  1.7930  0.2093  2.6236  0.204
H  2.1353  1.2250  -1.1724  0.396
H  -0.9540  1.2794  -1.6864  0.232
H  0.0295  -0.3255  -2.2058  0.235

***

Model Q:
# C6H6N2O

C6H6N2O as an isolated structure (wB97M-V/def2-TZVPD, the OMol25 dataset).

Values from the calculation:
E_HOMO   -0.3269 hartree
Total charge   0

Each line ends with the natural charge from an NBO analysis.
Element x y z (Å)
C  -1.9554  -2.0523  -0.1694  -0.641
C  -0.7551  -1.2184  -0.2393  0.154
C  0.4364  -1.7598  -0.4815  -0.269
C  1.5782  -0.8990  -0.6409  -0.121
C  1.4430  0.3645  -0.4514  -0.305
C  0.2520  0.8921  0.0489  0.262
H  -2.2871  -2.3435  -1.3042  0.242
H  -3.0023  -1.4639  0.1767  0.253
H  -1.6370  -3.0829  0.7166  0.232
H  0.7722  -2.6728  -0.7806  0.218
H  2.4807  -1.5464  -0.9365  0.222
H  2.2530  0.9677  -0.2743  0.217
N  0.0271  2.3054  0.3204  0.167
N  -0.8732  0.1442  0.1066  -0.422
O  0.1686  2.6290  1.3768  -0.208

***

What should be chosen as the least stable of them? Choose model Q.

***

Model P:
# C22H25N3O3

A single C22H25N3O3 molecule (wB97M-V/def2-TZVPD, the OMol25 dataset).

Values from the calculation:
Structure (SMILES)   Cc1ccc(CN2C(=O)C[C@H](Nc3ccc(N4CCOCC4)cc3)C2=O)cc1
E_HOMO   -0.2719 hartree
Total charge   0

Each line ends with the natural charge from an NBO analysis.
Element x y z (Å)
C  3.3232  1.9103  1.1130  -0.633
C  2.0695  1.3758  1.7378  -0.050
C  0.8190  1.8735  1.3966  -0.166
C  -0.3253  1.4032  2.0159  -0.204
C  -0.2391  0.4254  2.9968  -0.060
C  -1.4815  -0.0835  3.6812  -0.247
N  -2.0855  -1.1646  2.9171  -0.470
C  -1.7014  -2.4833  3.0569  0.707
O  -0.9041  -2.8748  3.8662  -0.572
C  -2.4725  -3.3032  2.0442  -0.516
C  -3.3634  -2.3001  1.3009  -0.142
N  -3.1839  -2.2942  -0.1359  -0.593
C  -2.1554  -1.5576  -0.7345  0.129
C  -0.8916  -1.4131  -0.1725  -0.218
C  0.1017  -0.7078  -0.8267  -0.247
C  -0.1206  -0.1343  -2.0755  0.138
N  0.8719  0.5409  -2.7979  -0.445
C  0.5746  1.8942  -3.2319  -0.237
C  1.5410  2.2800  -4.3520  -0.073
O  2.8790  2.1883  -3.9207  -0.523
C  3.1650  0.8803  -3.4847  -0.070
C  2.2428  0.4481  -2.3406  -0.247
C  -1.3820  -0.3055  -2.6502  -0.215
C  -2.3761  -0.9920  -1.9906  -0.223
C  -3.0198  -0.9466  1.9362  0.700
O  -3.4811  0.1243  1.6419  -0.571
C  1.0050  -0.1021  3.3185  -0.209
C  2.1440  0.3700  2.6955  -0.169
H  3.0983  2.6330  0.3321  0.216
H  3.9332  2.4047  1.8689  0.224
H  3.9178  1.1025  0.6875  0.217
H  0.7363  2.6444  0.6436  0.202
H  -1.2915  1.7973  1.7382  0.227
H  -2.2299  0.7086  3.7595  0.235
H  -1.2410  -0.4811  4.6700  0.233
H  -3.0414  -4.0752  2.5627  0.246
H  -1.7835  -3.8049  1.3647  0.257
H  -4.4199  -2.5049  1.5008  0.234
H  -4.0518  -2.1774  -0.6399  0.385
H  -0.6544  -1.8378  0.7891  0.198
H  1.0548  -0.6033  -0.3333  0.220
H  -0.4517  1.9564  -3.5900  0.212
H  0.6987  2.6053  -2.3968  0.172
H  1.3872  3.3165  -4.6573  0.193
H  1.3809  1.6152  -5.2145  0.165
H  4.2061  0.8881  -3.1570  0.193
H  3.0508  0.1759  -4.3229  0.166
H  2.4653  -0.5870  -2.0780  0.214
H  2.4267  1.0939  -1.4679  0.174
H  -1.5843  0.1020  -3.6292  0.212
H  -3.3463  -1.1005  -2.4557  0.204
H  1.0774  -0.8838  4.0603  0.224
H  3.1085  -0.0396  2.9604  0.203

***

Model Q:
# C22H25N3O3

A single C22H25N3O3 molecule (wB97M-V/def2-TZVPD, the OMol25 dataset).

Values from the calculation:
Structure (SMILES)   COCCN(C)C(=O)CCc1nnc(Cc2ccc(-c3ccccc3)cc2)o1
E_HOMO   -0.3191 hartree
Total charge   0

Each line ends with the natural charge from an NBO analysis.
Element x y z (Å)
C  4.8370  -0.3025  1.6382  -0.256
O  4.6498  -1.3062  2.6054  -0.555
C  3.8978  -2.4009  2.1334  -0.070
C  3.3439  -3.1915  3.3217  -0.241
N  2.1959  -2.5328  3.9121  -0.430
C  2.4511  -1.3178  4.6580  -0.430
C  0.9708  -2.9562  3.5396  0.687
O  0.8102  -3.9425  2.8374  -0.660
C  -0.2413  -2.1573  4.0123  -0.483
C  -1.0415  -1.7699  2.7627  -0.454
C  -0.1558  -1.0512  1.8155  0.484
N  0.7919  -0.2193  2.0985  -0.329
N  1.3767  0.1317  0.9299  -0.317
C  0.7554  -0.5024  -0.0080  0.479
C  0.9982  -0.4210  -1.4677  -0.469
C  -0.1174  0.3792  -2.0969  -0.045
C  -1.0750  -0.2287  -2.8952  -0.194
C  -2.1034  0.5138  -3.4447  -0.198
C  -2.2064  1.8799  -3.1972  -0.068
C  -3.3031  2.6675  -3.7798  0.037
C  -3.6967  2.4656  -5.1006  -0.227
C  -4.7270  3.2066  -5.6487  -0.203
C  -5.3847  4.1564  -4.8850  -0.218
C  -5.0031  4.3634  -3.5700  -0.193
C  -3.9688  3.6279  -3.0219  -0.231
C  -1.2481  2.4825  -2.3843  -0.201
C  -0.2163  1.7418  -1.8427  -0.157
O  -0.2386  -1.2730  0.4866  -0.404
H  5.4223  0.4800  2.1167  0.190
H  3.8751  0.1064  1.3062  0.193
H  5.3846  -0.6865  0.7682  0.158
H  3.0615  -2.0483  1.5148  0.172
H  4.5309  -3.0539  1.5122  0.168
H  3.0132  -4.1733  2.9777  0.246
H  4.1265  -3.3045  4.0746  0.203
H  3.5270  -1.2052  4.7575  0.230
H  2.0073  -1.3745  5.6539  0.190
H  2.0670  -0.4457  4.1246  0.231
H  0.0353  -1.2642  4.5616  0.226
H  -0.8535  -2.8024  4.6443  0.238
H  -1.4091  -2.6662  2.2605  0.253
H  -1.8920  -1.1385  3.0311  0.236
H  1.0247  -1.4286  -1.8859  0.237
H  1.9601  0.0697  -1.6211  0.250
H  -1.0177  -1.2902  -3.0899  0.211
H  -2.8485  0.0247  -4.0548  0.216
H  -3.1761  1.7374  -5.7056  0.214
H  -5.0176  3.0440  -6.6765  0.214
H  -6.1913  4.7329  -5.3130  0.214
H  -5.5153  5.1004  -2.9685  0.212
H  -3.6859  3.7821  -1.9907  0.214
H  -1.3031  3.5440  -2.1925  0.215
H  0.5228  2.2173  -1.2140  0.214

***

What should be chosen as the least stable of them? Choose model Q.